{"formula": "C33H27O11", "method": "the ωB97M-V functional and the def2-TZVPD basis", "total_energy_ev": -57173.8484, "orbital_gap_ha": 0.065, "total_charge": -1, "species": ["C", "C", "C", "O", "H", "H", "H", "H", "H", "H", "H", "C", "C", "C", "O", "C", "C", "C", "O", "H", "H", "H", "H", "C", "C", "C", "O", "C", "C", "C", "O", "H", "H", "H", "H", "C", "C", "C", "O", "C", "C", "C", "O", "H", "H", "H", "H", "C", "C", "C", "O", "C", "C", "C", "O", "H", "H", "H", "H", "C", "C", "C", "O", "C", "C", "C", "O", "H", "H", "H", "H"], "xyz": [[1.224, 1.750, -3.309], [0.067, 2.691, -2.932], [-1.246, 2.401, -3.718], [-1.958, 1.295, -3.219], [1.224, 0.867, -2.644], [1.219, 1.470, -4.380], [-0.198, 2.599, -1.860], [0.365, 3.753, -3.080], [-0.999, 2.332, -4.792], [-1.902, 3.286, -3.604], [-1.414, 0.509, -3.287], [-0.607, -1.162, 0.464], [-0.476, -1.018, 1.785], [0.778, -0.526, 2.381], [0.892, -0.399, 3.597], [1.883, -0.197, 1.464], [1.753, -0.341, 0.140], [0.498, -0.835, -0.457], [0.381, -0.963, -1.667], [-1.522, -1.522, 0.010], [-1.275, -1.255, 2.476], [2.796, 0.164, 1.919], [2.553, -0.103, -0.550], [1.993, 6.192, 0.763], [1.723, 7.494, 0.678], [1.556, 8.161, -0.632], [1.312, 9.351, -0.706], [1.699, 7.327, -1.843], [1.969, 6.023, -1.761], [2.137, 5.355, -0.451], [2.383, 4.171, -0.371], [2.119, 5.687, 1.712], [1.614, 8.120, 1.555], [1.572, 7.832, -2.792], [2.077, 5.398, -2.640], [0.462, -2.953, 6.645], [0.368, -2.848, 5.318], [0.242, -4.053, 4.465], [0.159, -3.967, 3.258], [0.220, -5.372, 5.139], [0.313, -5.473, 6.463], [0.441, -4.270, 7.318], [0.523, -4.365, 8.527], [0.555, -2.086, 7.287], [0.381, -1.889, 4.808], [0.127, -6.240, 4.498], [0.301, -6.428, 6.974], [-5.002, -3.683, 3.430], [-5.928, -4.354, 4.111], [-5.692, -4.785, 5.508], [-6.536, -5.399, 6.128], [-4.389, -4.441, 6.119], [-3.462, -3.769, 5.438], [-3.698, -3.338, 4.042], [-2.855, -2.726, 3.423], [-5.155, -3.360, 2.408], [-6.887, -4.615, 3.682], [-4.235, -4.764, 7.141], [-2.502, -3.508, 5.868], [2.252, 0.740, -9.351], [2.987, 1.337, -8.411], [2.963, 0.874, -7.007], [3.635, 1.418, -6.152], [2.092, -0.276, -6.687], [1.356, -0.873, -7.630], [1.381, -0.411, -9.031], [0.712, -0.956, -9.894], [2.257, 1.066, -10.383], [3.631, 2.180, -8.630], [2.084, -0.603, -5.655], [0.712, -1.716, -7.412]], "forces_ev_per_angstrom": [[-1.389, -0.444, 0.644], [0.402, -0.512, -0.307], [0.672, 1.377, 0.226], [-0.530, 0.080, -0.143], [0.387, 0.348, -0.505], [0.255, 0.242, 0.303], [0.272, 0.032, -0.324], [-0.359, -0.220, -0.121], [-0.147, -0.265, 0.219], [-0.054, -0.456, -0.013], [0.536, -0.169, 0.048], [0.076, 0.119, -0.016], [0.019, 0.042, 0.040], [0.036, 0.042, -0.269], [0.098, 0.128, 0.104], [-0.108, -0.038, 0.177], [-0.024, -0.044, -0.060], [0.015, 0.150, 0.092], [-0.056, -0.230, -0.263], [-0.003, 0.022, -0.022], [0.038, -0.040, -0.021], [-0.010, 0.010, 0.011], [-0.050, 0.039, -0.045], [-0.084, 0.239, 0.116], [0.048, -0.166, 0.108], [-0.041, 0.139, -0.122], [0.011, -0.019, 0.045], [0.049, -0.133, 0.023], [-0.036, 0.144, -0.217], [-0.007, -0.306, -0.069], [0.087, 0.076, 0.106], [-0.001, -0.048, -0.023], [-0.007, 0.040, -0.028], [-0.015, 0.031, 0.016], [0.007, -0.099, 0.066], [-0.037, -0.061, -0.168], [-0.053, 0.174, 0.215], [0.020, 0.107, -0.182], [0.024, -0.086, 0.051], [-0.025, -0.194, 0.186], [-0.038, -0.129, -0.196], [0.060, 0.150, 0.194], [-0.030, -0.065, -0.037], [0.007, -0.012, 0.023], [0.006, -0.067, -0.038], [0.004, 0.025, -0.035], [0.008, 0.021, 0.044], [-0.242, -0.109, -0.011], [0.084, 0.108, -0.188], [-0.135, -0.094, 0.098], [0.025, 0.017, -0.020], [0.212, 0.087, -0.005], [-0.059, -0.129, 0.218], [0.155, 0.095, -0.102], [-0.064, -0.011, 0.060], [0.050, 0.023, -0.001], [-0.012, -0.021, 0.040], [-0.039, -0.019, 0.002], [0.006, 0.042, -0.038], [0.118, 0.103, 0.048], [-0.122, -0.011, -0.180], [0.026, 0.100, 0.275], [0.113, -0.046, -0.101], [-0.118, -0.145, 0.026], [0.102, 0.066, 0.021], [-0.150, -0.141, 0.008], [0.049, 0.041, -0.024], [-0.027, -0.033, -0.012], [0.003, 0.010, 0.045], [0.010, 0.085, 0.031], [-0.018, 0.008, -0.024]], "lowdin_charge": [-0.084, -0.320, -0.322, -0.088, -0.043, -0.029, 0.092, 0.061, 0.101, 0.100, 0.061, 0.022, 0.000, -0.395, 0.015, 0.002, 0.019, -0.400, 0.051, 0.118, 0.088, 0.112, 0.118, 0.017, 0.006, -0.403, 0.075, 0.009, 0.023, -0.390, 0.108, 0.119, 0.115, 0.117, 0.116, 0.017, 0.031, -0.385, 0.120, 0.017, 0.010, -0.402, 0.087, 0.122, 0.090, 0.120, 0.117, 0.029, 0.019, -0.392, 0.099, 0.024, 0.032, -0.369, 0.114, 0.125, 0.121, 0.122, 0.110, 0.002, 0.010, -0.403, 0.088, 0.015, 0.004, -0.409, 0.063, 0.113, 0.115, 0.120, 0.116]}